Record 1
The following is a quantum chemistry calculation of a structure of composition C31H25Br2IN7O3SSm at a distorted geometry, from the OMol25 dataset.

```
71
Properties=species:S:1:pos:R:3:mulliken_charge:R:1
Sm -1.36815 -0.60354 0.50911 0.76
O -0.86793 1.57897 0.33855 -0.46
N -1.54215 2.66240 0.75117 0.20
C -0.78184 3.76436 0.52055 -0.22
C -1.22121 4.96560 1.01578 -0.71
C -2.43891 4.98956 1.80529 -0.17
C -3.20587 3.83906 1.93049 -0.68
C -2.79470 2.59711 1.34764 0.61
S -3.57621 1.02496 1.42054 -0.39
H 0.09340 3.56091 -0.09465 0.47
H -0.57157 5.86083 0.90890 0.36
H -2.73674 5.92911 2.20504 0.43
H -4.11083 3.87359 2.59600 0.35
C -1.92586 -1.56449 3.99191 -0.78
O -0.99154 -1.12623 3.00954 -0.03
C 0.39164 -0.77602 3.42390 0.70
C 0.77429 -0.70051 4.74983 -0.88
C 2.16008 -0.57208 4.93831 -0.60
Br 2.78178 -0.62943 6.79141 -0.17
C 3.08728 -0.39490 3.88923 -0.86
C 2.61970 -0.39516 2.56999 0.68
C 1.22589 -0.64826 2.30544 0.85
O 0.76218 -0.63098 1.07377 -0.73
C 3.46238 0.06858 1.47121 0.24
N 3.23676 0.12212 0.14779 0.30
C 4.40828 0.50930 -0.50181 0.34
C 4.76761 0.47984 -1.81617 -0.61
C 6.06925 0.75807 -2.18989 -0.64
C 7.06724 0.98523 -1.22514 -0.39
C 6.71845 1.02834 0.15009 -0.95
C 5.39137 0.77917 0.45660 0.48
N 4.74618 0.52721 1.65673 -0.06
H -2.04508 -0.83152 4.82397 0.32
H -1.58020 -2.49569 4.48608 0.37
H -2.89394 -1.78009 3.45906 0.14
H 0.06579 -0.68509 5.56462 0.48
H 4.09598 -0.17451 4.13765 0.44
H 2.26042 0.16503 -0.21158 0.18
H 4.04333 0.26048 -2.53265 0.50
H 6.41374 0.98374 -3.20283 0.37
H 8.05238 1.12601 -1.63253 0.40
H 7.44539 1.13948 0.91586 0.45
H 5.26349 0.45437 2.55629 0.26
N -4.17568 -4.28859 0.20469 -0.11
C -5.22562 -3.64322 0.86916 -0.61
C -4.79792 -2.38622 1.13026 -0.60
N -3.45180 -2.24401 0.73818 0.32
C -3.11104 -3.41139 0.13798 0.32
C -1.79371 -3.62098 -0.44747 -0.05
N -0.84254 -2.68654 -0.51544 0.19
C 0.30873 -3.31078 -1.07155 -0.42
C -0.00767 -4.60839 -1.30678 -0.77
N -1.33972 -4.79600 -0.96989 -0.08
H -4.13687 -5.23114 -0.21694 0.21
H -6.18450 -4.18236 0.96403 0.41
H -5.39278 -1.63074 1.59080 0.48
H 1.24346 -2.79097 -1.23968 0.49
H 0.60604 -5.39748 -1.71184 0.43
H -1.95722 -5.55966 -1.23707 0.25
Br -2.11555 -1.48936 -5.61312 -0.14
C -2.06998 0.37339 -5.45746 0.21
C -1.91807 1.02966 -6.70768 -0.46
C -1.58387 2.37598 -6.77441 -0.49
C -1.68037 3.14667 -5.61243 -0.59
C -1.82602 2.51408 -4.36442 -0.36
C -2.14278 1.13590 -4.26579 0.11
I -2.62827 0.31410 -2.36720 0.32
H -1.97244 0.37192 -7.56781 0.38
H -1.31075 2.76373 -7.71957 0.42
H -1.53852 4.21191 -5.56940 0.38
H -1.70611 3.01558 -3.41024 0.39
```

Results
* expectation value of S²: 8.758
* charge: +2
* spin multiplicity: 6
* LUMO energy (alpha / beta): -5.319 / -5.304 eV



Record 2
The following is a quantum chemistry calculation of a structure of composition C31H25BrCl2CuF6N4O7S2 at a distorted geometry, from the OMol25 dataset.

```
79
Properties=species:S:1:pos:R:3:mulliken_charge:R:1
Cu -1.03123 0.42072 0.59574 -1.06
F -4.09902 0.94851 4.89487 -0.25
C -3.13076 0.45461 4.10214 0.53
F -2.49290 1.54168 3.55982 -0.17
F -2.26685 -0.28639 4.82573 -0.21
S -3.82249 -0.74820 2.72712 0.98
O -2.75689 -0.63597 1.72679 -0.26
O -3.99193 -1.97505 3.46240 -0.68
N -5.24882 -0.11968 2.19261 -0.57
S -5.67679 -0.18028 0.62975 1.27
O -5.54813 1.11735 -0.00411 -0.63
O -5.09227 -1.31728 -0.07308 -0.63
C -7.56606 -0.42723 0.65150 0.38
F -7.88146 -1.52138 1.32081 -0.21
F -8.14929 -0.48991 -0.59679 -0.23
F -8.15507 0.63964 1.26897 -0.24
Br -0.40297 -6.30184 -1.74128 -0.31
C -0.68153 -4.48750 -1.48563 0.21
C -0.23700 -3.94757 -0.28535 -0.66
C -0.44452 -2.60751 -0.07083 -0.67
C -1.00181 -1.79725 -1.10983 0.44
C -1.55212 -2.40452 -2.28752 -0.47
C -1.30509 -3.76374 -2.45973 -0.50
N -0.94113 -0.41715 -1.01948 1.40
C -0.79654 0.39020 -2.22699 -0.42
C -0.95848 2.70241 -1.15404 1.19
C -0.91604 4.10849 -1.32722 -0.88
C -1.76449 4.95963 -0.64045 -0.54
C -2.69021 4.32224 0.22028 -1.02
C -2.65645 2.94692 0.44172 -0.12
N -1.71902 2.19142 -0.11834 0.94
H 0.17105 -4.61745 0.45224 0.46
H -0.10401 -2.14292 0.84855 0.24
H -2.08946 -1.76778 -3.00339 0.27
H -1.63790 -4.30535 -3.35037 0.34
H -0.05088 -0.14469 -2.92764 0.11
H -0.15575 4.53816 -2.00408 0.26
H -1.75036 6.03995 -0.76113 0.40
H -3.51101 4.81872 0.68180 0.41
H -3.32923 2.47880 1.13518 0.29
C -2.16742 0.43557 -4.29063 -0.86
O -2.13125 0.36763 -2.86070 -0.27
C -0.27969 1.80743 -2.00909 0.61
C 0.91468 2.27032 -2.76382 -2.08
H -3.07063 0.94545 -4.66240 0.24
H -2.23048 -0.54952 -4.78485 0.32
H -1.24613 0.90051 -4.65132 0.29
H 0.61717 2.93339 -3.62015 0.36
H 1.58411 1.48967 -3.19425 0.34
H 1.48004 2.95477 -2.09929 0.44
Cl 3.16186 -1.88690 -1.36829 -0.01
C 4.41248 -0.66831 -1.39730 0.90
C 5.25629 -0.71766 -2.52718 -0.67
C 6.20546 0.29119 -2.72926 -0.41
C 6.30725 1.26902 -1.78130 -0.50
C 5.51381 1.26576 -0.61408 0.44
Cl 5.62794 2.60679 0.43029 -0.23
C 4.58475 0.23180 -0.36797 -1.22
N 3.81418 0.23351 0.81353 0.49
C 3.80419 -0.75493 1.78859 1.17
C 4.53198 -1.93614 1.64569 -0.56
C 4.32957 -3.00523 2.53750 -0.80
C 3.50107 -2.82067 3.66033 -0.85
C 2.98295 -1.55812 3.91001 -0.73
C 3.03218 -0.54982 2.97691 0.66
C 2.19431 0.65800 3.25673 -1.24
C 1.11576 0.88725 2.16018 0.64
O 1.50545 1.41088 1.06783 -0.84
O -0.05150 0.47041 2.34958 -0.48
H 5.11422 -1.55417 -3.23436 0.38
H 6.88034 0.34343 -3.58828 0.35
H 6.94949 2.14676 -1.90486 0.35
H 3.04115 0.91344 0.86342 0.40
H 5.11271 -2.08463 0.72400 0.41
H 4.86142 -3.94690 2.41574 0.38
H 3.25674 -3.62834 4.33896 0.37
H 2.38865 -1.40116 4.79847 0.27
H 2.79585 1.56191 3.33752 0.30
H 1.73393 0.45483 4.28337 0.26
```

Results
* expectation value of S²: 0.782
* charge: -2
* spin multiplicity: 2
* LUMO energy (alpha / beta): 3.847 / 3.845 eV



Record 3
The following is a quantum chemistry calculation of a structure of composition C31H25ClEuF2I2N8O3 at a distorted geometry, from the OMol25 dataset.

```
73
Properties=species:S:1:pos:R:3:mulliken_charge:R:1
Eu 0.58845 0.58398 -0.22449 0.62
C 0.61733 -0.38183 3.36999 -1.03
N 1.50000 0.41863 2.53257 0.01
C 1.73256 1.77315 2.99752 -1.37
C 0.52385 2.57024 2.61766 0.26
N -0.49748 2.01421 2.02533 0.47
C -1.43838 3.00450 1.88153 -0.29
C -2.71341 2.94145 1.34077 -0.24
C -3.44243 4.10975 1.29616 -0.72
C -2.91342 5.31338 1.76601 -0.38
C -1.64989 5.39003 2.32300 -1.02
C -0.92054 4.21514 2.38766 0.57
N 0.32321 3.89347 2.88716 0.00
C -0.25212 -1.22836 2.49886 0.18
N -0.87565 -0.82070 1.42428 0.01
C -1.53374 -1.92500 0.92827 0.51
C -2.33641 -2.08015 -0.19625 -0.59
C -2.80144 -3.34984 -0.47345 -0.88
C -2.50726 -4.44299 0.34248 -0.43
C -1.74812 -4.29945 1.48691 -1.13
C -1.26860 -3.03203 1.76689 0.34
N -0.48519 -2.53878 2.78272 -0.08
H 1.18011 -1.04813 4.03746 0.39
H -0.02924 0.27353 3.96710 0.51
H 2.36593 -0.09367 2.39628 0.43
H 1.90228 1.84035 4.08950 0.33
H 2.61417 2.16999 2.48165 0.40
H -3.08611 2.00573 0.95977 0.42
H -4.43698 4.09290 0.87347 0.34
H -3.51188 6.21017 1.69340 0.34
H -1.23737 6.32879 2.65881 0.35
H 1.02810 4.54400 3.19116 0.24
H -2.57193 -1.23306 -0.82170 0.57
H -3.40852 -3.50256 -1.35182 0.43
H -2.87734 -5.42138 0.07315 0.35
H -1.53055 -5.13478 2.13586 0.41
H 0.08196 -3.08241 3.41368 0.38
Cl -2.42248 2.49229 -6.83996 -0.35
C -2.12628 1.99356 -5.19610 0.80
C -3.17051 1.98584 -4.30339 -0.56
C -2.94720 1.57804 -3.00221 -0.31
I -4.55427 1.48840 -1.64547 -0.14
C -1.70241 1.19901 -2.48191 -0.09
O -1.53709 0.84458 -1.27486 0.09
C -0.61903 1.21133 -3.45209 0.33
N 0.58478 0.81056 -3.00649 0.57
C 1.57451 0.71468 -3.86091 -0.45
C 1.46094 1.05879 -5.21442 -1.02
C 0.26469 1.52328 -5.68372 -0.93
C -0.83727 1.59251 -4.80789 -0.08
H -4.15550 2.29775 -4.61563 0.39
H 2.51671 0.34685 -3.47898 0.44
H 2.31301 0.95280 -5.86835 0.38
H 0.14271 1.82367 -6.71519 0.37
F 2.83208 0.52675 -1.15218 -0.23
C 3.05727 1.18046 0.15540 -0.41
F 3.75322 0.12815 0.83213 -0.26
H 3.89311 1.87638 -0.09644 0.08
C 3.76769 -4.79353 1.57126 -1.16
N 2.94792 -3.93931 0.74817 0.26
C 2.72917 -4.19747 -0.56385 0.09
C 1.93760 -3.40440 -1.30957 -1.40
C 1.36611 -2.22471 -0.69066 0.45
O 0.63663 -1.43437 -1.32436 -0.45
N 1.61417 -1.99414 0.61161 0.58
C 2.30612 -2.83563 1.37032 -0.01
O 2.39734 -2.74080 2.59265 -0.80
H 4.58431 -5.21335 0.98559 0.40
H 3.17978 -5.60990 2.00606 0.27
H 4.16207 -4.18484 2.38644 0.32
H 3.22020 -5.07856 -0.96409 0.36
H 1.73706 -3.58967 -2.35004 0.45
I 0.70888 3.53674 -0.92017 -0.71
```

Results
* expectation value of S²: 15.760
* charge: -2
* spin multiplicity: 8
* LUMO energy (alpha / beta): 4.096 / 4.096 eV



Calculated energy relative to the best compared isomer or geometry (same formula, charge and spin), 0.744, 0.000, 1.475 eV (same order as the records).